ORCA calculation (wB97M-V/def2-TZVPD) on C32H88N8O12SSr2 as an isolated structure.

HOMO level = -9.923 eV
relative energy (zero: lowest compared OMol25 entry of this formula, charge and spin) = 24.1114 eV
frontier orbital gap = 0.100 hartree
largest force on an atom = 0.09005 hartree/bohr
charge = +2

Positions of all 143 atoms, in Å:
Sr -4.145 3.122 0.747
Sr 3.942 -3.086 2.415
S 0.278 0.291 1.345
O -1.070 -0.120 1.550
O 1.075 0.155 2.528
O 1.000 -0.555 0.393
O 0.150 1.679 1.008
C -1.850 2.335 -5.718
C -3.319 2.689 -5.455
C -4.214 2.576 -6.725
O -5.543 3.040 -6.339
C -6.415 3.052 -7.357
N -3.823 1.806 -4.417
H -1.345 2.003 -4.810
H -1.308 3.120 -6.243
H -1.741 1.428 -6.312
H -3.512 3.677 -5.037
H -4.269 1.530 -7.028
H -3.872 3.152 -7.585
H -6.486 2.105 -7.893
H -5.944 3.750 -8.049
H -7.334 3.418 -6.899
H -4.730 1.549 -4.779
H -3.265 0.966 -4.349
C -1.565 -6.377 4.690
C -0.482 -5.324 4.697
C 0.350 -5.410 6.004
O 1.094 -4.176 6.198
C 1.056 -3.694 7.659
N 0.397 -5.655 3.580
H -2.017 -6.733 3.764
H -2.284 -5.773 5.243
H -1.259 -7.138 5.409
H -0.891 -4.315 4.653
H 1.008 -6.276 6.070
H -0.334 -5.594 6.832
H 1.230 -2.618 7.661
H 1.796 -4.249 8.236
H 0.098 -3.682 8.179
H -0.245 -5.828 2.820
H 0.846 -6.535 3.788
C 0.341 4.497 7.530
C -1.081 4.049 7.841
C -1.884 5.073 8.634
O -1.513 5.306 9.978
C -2.399 6.220 10.594
N -1.654 3.620 6.609
H 0.960 3.660 7.207
H 0.860 4.994 8.350
H 0.337 5.272 6.764
H -1.005 3.177 8.491
H -2.933 4.782 8.581
H -1.747 6.080 8.238
H -2.541 7.139 10.026
H -1.865 6.516 11.497
H -3.374 5.816 10.867
H -2.241 2.827 6.824
H -0.880 3.119 6.198
C 8.534 2.051 3.428
C 8.060 0.551 3.692
C 7.471 0.293 5.056
O 6.989 -1.024 5.265
C 7.430 -1.633 6.487
N 6.974 0.362 2.786
H 8.727 2.217 2.368
H 9.358 2.254 4.112
H 7.721 2.693 3.765
H 8.835 -0.161 3.407
H 6.565 0.871 5.238
H 8.300 0.565 5.709
H 8.427 -2.065 6.398
H 6.730 -2.453 6.647
H 7.299 -1.003 7.367
H 6.189 0.916 3.096
H 7.146 0.862 1.925
C 6.412 -6.048 -3.653
C 5.875 -4.677 -3.900
C 5.537 -4.401 -5.380
O 4.811 -3.160 -5.554
C 4.468 -3.010 -6.952
N 4.680 -4.554 -3.034
H 5.857 -6.715 -4.312
H 6.234 -6.391 -2.634
H 7.468 -6.183 -3.890
H 6.570 -3.867 -3.681
H 4.931 -5.250 -5.697
H 6.489 -4.358 -5.910
H 3.857 -3.756 -7.461
H 5.448 -2.774 -7.367
H 3.902 -2.082 -7.029
H 4.143 -5.366 -3.303
H 4.106 -3.745 -3.227
C 5.053 6.001 -0.746
C 4.439 5.496 -2.114
C 4.865 4.007 -2.600
O 6.307 3.829 -2.357
C 7.011 3.573 -3.559
N 2.991 5.596 -2.150
H 4.862 5.385 0.133
H 4.636 7.006 -0.673
H 6.123 6.148 -0.893
H 4.810 6.221 -2.838
H 4.399 3.872 -3.576
H 4.367 3.285 -1.953
H 7.065 4.550 -4.039
H 6.657 2.701 -4.109
H 8.001 3.331 -3.172
H 2.698 5.403 -3.097
H 2.613 4.879 -1.547
C -10.826 3.184 -1.486
C -9.623 2.757 -0.531
C -9.344 1.312 -0.574
O -8.308 1.011 0.419
C -7.775 -0.256 0.237
N -8.509 3.508 -0.982
H -11.693 2.524 -1.457
H -10.689 3.417 -2.542
H -11.249 4.170 -1.295
H -9.770 3.111 0.489
H -8.930 0.978 -1.525
H -10.150 0.583 -0.492
H -6.959 -0.502 0.916
H -7.406 -0.270 -0.789
H -8.545 -1.027 0.265
H -8.307 3.370 -1.962
H -8.603 4.509 -1.069
C -1.552 -5.614 -5.661
C -2.417 -4.491 -5.047
C -3.886 -4.613 -5.498
O -4.747 -3.806 -4.764
C -6.095 -3.968 -5.135
N -2.433 -4.589 -3.580
H -1.470 -5.581 -6.747
H -2.040 -6.563 -5.438
H -0.548 -5.810 -5.283
H -2.052 -3.513 -5.361
H -4.187 -5.626 -5.231
H -3.886 -4.537 -6.585
H -6.602 -4.882 -4.826
H -6.157 -4.026 -6.222
H -6.704 -3.093 -4.911
H -3.418 -4.576 -3.357
H -1.998 -3.783 -3.153

ORCA calculation (wB97M-V/def2-TZVPD) on a 10-piece molecular cluster, C39H79NO19 overall.

SMILES string = CCOC(C)=O.CCOC(C)=O.CCOC(C)=O.CCOC(C)=O.CCOC(C)=O.CCOC(C)=O.CCOC(C)=O.CCOC(C)=O.CCOC(C)=O.CN(C)C=O
HOMO level = -9.535 eV
relative energy (zero: lowest compared OMol25 entry of this formula, charge and spin) = 1.6332 eV
frontier orbital gap = 0.361 hartree
largest force on an atom = 0.09330 hartree/bohr
charge = 0

Positions of all 138 atoms, in Å:
C 6.034 6.370 -24.645
C 5.815 6.854 -23.216
O 4.443 6.753 -22.800
C 3.893 5.583 -22.481
C 2.387 5.615 -22.395
O 4.513 4.553 -22.356
H 5.864 5.288 -24.631
H 7.078 6.523 -24.913
H 5.350 6.774 -25.390
H 6.448 6.212 -22.594
H 6.115 7.882 -23.031
H 1.951 6.346 -23.075
H 2.198 6.098 -21.420
H 1.970 4.627 -22.443
C 5.319 8.704 -20.030
C 4.504 8.364 -18.814
O 5.234 7.507 -17.902
C 5.145 7.763 -16.610
C 5.642 6.694 -15.681
O 4.599 8.730 -16.203
H 4.686 9.303 -20.688
H 5.716 7.819 -20.515
H 6.138 9.368 -19.739
H 4.106 9.237 -18.305
H 3.662 7.720 -19.088
H 6.727 6.651 -15.685
H 5.212 5.754 -16.033
H 5.234 6.886 -14.699
C 7.373 16.131 -19.624
C 7.989 16.881 -18.475
O 9.377 17.252 -18.696
C 9.592 18.336 -19.395
C 11.032 18.767 -19.433
O 8.744 18.913 -19.938
H 7.969 15.272 -19.935
H 7.253 16.817 -20.458
H 6.425 15.720 -19.272
H 7.428 17.787 -18.232
H 8.075 16.320 -17.542
H 11.223 19.090 -20.455
H 11.658 17.900 -19.225
H 11.249 19.593 -18.766
C 12.801 10.348 -17.030
C 12.015 9.470 -17.959
O 10.673 9.414 -17.390
C 9.645 9.037 -18.163
C 8.561 8.315 -17.401
O 9.576 9.231 -19.331
H 13.664 10.800 -17.527
H 13.204 9.840 -16.154
H 12.213 11.184 -16.651
H 11.999 9.879 -18.959
H 12.365 8.441 -17.906
H 8.724 8.488 -16.337
H 8.664 7.257 -17.646
H 7.561 8.639 -17.659
C 4.002 12.143 -27.224
C 2.845 13.105 -27.016
O 2.534 13.082 -25.613
C 1.365 12.764 -25.120
C 1.464 12.405 -23.686
O 0.346 12.697 -25.702
H 3.863 11.130 -26.853
H 4.964 12.507 -26.858
H 4.222 11.990 -28.296
H 3.071 14.066 -27.486
H 1.990 12.725 -27.593
H 0.660 12.808 -23.079
H 2.359 12.901 -23.288
H 1.617 11.346 -23.505
C 1.900 16.428 -24.524
C 1.584 17.468 -25.585
O 0.178 17.519 -25.812
C -0.411 18.733 -25.822
C -1.817 18.652 -26.388
O 0.112 19.785 -25.436
H 1.415 15.525 -24.903
H 1.549 16.704 -23.532
H 2.961 16.182 -24.496
H 2.008 18.453 -25.417
H 2.034 17.075 -26.502
H -1.811 18.409 -27.450
H -2.347 19.568 -26.156
H -2.392 17.837 -25.935
C 3.582 16.064 -18.301
C 3.363 14.565 -18.117
O 2.007 14.172 -18.360
C 1.705 13.793 -19.581
C 0.323 13.275 -19.719
O 2.468 13.805 -20.500
H 2.970 16.579 -17.560
H 3.294 16.419 -19.289
H 4.628 16.287 -18.094
H 4.118 13.961 -18.626
H 3.534 14.365 -17.055
H -0.079 13.599 -20.683
H -0.355 13.625 -18.947
H 0.307 12.192 -19.850
C 6.660 14.446 -25.610
C 6.455 15.592 -26.604
O 6.879 16.820 -26.055
C 5.962 17.810 -26.011
C 6.495 19.001 -25.254
O 4.827 17.712 -26.416
H 6.938 13.466 -25.987
H 5.901 14.362 -24.844
H 7.573 14.744 -25.059
H 7.089 15.346 -27.466
H 5.446 15.571 -27.015
H 5.706 19.503 -24.705
H 7.000 19.730 -25.891
H 7.262 18.683 -24.546
C 8.252 10.614 -23.240
C 7.443 10.809 -21.992
O 6.924 12.140 -21.863
C 5.865 12.466 -22.572
C 5.423 13.873 -22.262
O 5.316 11.706 -23.300
H 9.133 11.262 -23.208
H 7.701 10.745 -24.175
H 8.621 9.593 -23.319
H 6.654 10.054 -21.979
H 8.106 10.676 -21.143
H 6.381 14.385 -22.129
H 4.713 13.874 -21.442
H 4.999 14.310 -23.158
C 12.028 7.483 -23.434
N 11.773 7.472 -22.016
C 12.850 7.966 -21.148
C 10.787 6.665 -21.493
O 9.805 6.261 -22.107
H 12.765 6.721 -23.702
H 12.368 8.438 -23.829
H 11.064 7.276 -23.892
H 13.067 7.377 -20.247
H 13.791 7.813 -21.690
H 12.664 8.988 -20.823
H 10.888 6.576 -20.397

- The lowest relative energy (zero: lowest compared OMol25 entry of this formula, charge and spin) belongs to which entry?
  C39H79NO19

- Which of these has the highest HOMO level?
  C39H79NO19

- Which of these has the highest charge?
  C32H88N8O12SSr2